153
Properties=species:S:1:pos:R:3:forces:R:3:mulliken_charge:R:1 method="wB97M-V/def2-TZVPD" total_charge=-1 total_energy_ev=-172160.7430 relative_energy_kj_mol=46.24 orbital_gap_ev=4.29
H -0.2581 3.6706 -5.0567 0.00 0.00 0.00 0.363
C 4.6262 -0.9970 -4.0502 -0.01 0.00 -0.01 -2.564
C 2.8123 0.2227 -2.7539 -0.02 -0.03 0.03 0.033
H -7.5890 -4.6741 2.6279 0.00 0.00 0.00 0.430
H 1.8319 -0.6536 4.0272 0.04 -0.04 0.00 -0.344
H 0.0334 2.1196 4.8032 0.00 0.01 -0.01 0.419
H 5.3213 0.0852 -1.6125 0.01 0.00 -0.01 0.382
C -2.5764 -2.2672 2.8938 -0.05 0.13 0.00 0.387
C 1.1232 2.0943 4.8685 0.03 -0.03 0.03 -1.113
C -4.7368 -1.9768 1.1268 0.03 0.00 0.01 0.467
C 3.2763 3.1964 4.2158 -0.03 -0.04 0.00 -1.649
C 2.7422 1.1059 -3.8170 -0.02 0.02 0.01 -0.481
C 0.2341 6.9016 -0.8036 -0.01 0.00 -0.01 -2.241
N 2.4418 -5.5859 0.1408 0.07 -0.06 -0.05 0.981
H 1.4072 2.0494 5.9237 -0.01 0.01 0.02 0.473
C -3.5741 -3.1672 2.8098 0.13 -0.16 -0.19 -0.451
H 2.9044 -3.4509 2.0357 -0.01 -0.02 0.03 0.064
N 4.7425 -2.7765 2.7873 -0.03 0.00 0.00 0.104
N -6.2609 -1.1472 -2.1130 -0.14 -0.12 0.05 0.465
H -7.3075 -0.6643 -4.8867 -0.01 0.02 -0.01 0.342
N 4.8912 -0.3659 3.0762 -0.02 -0.01 0.00 0.165
H 2.3229 8.2447 0.2828 0.00 0.00 0.00 0.470
H 2.7238 7.1011 1.5720 0.00 0.00 0.00 0.295
C 0.7629 5.2485 1.0394 -0.01 -0.02 0.02 -0.351
H 3.4445 0.9810 -4.6304 0.00 -0.01 0.00 0.413
H -1.0394 7.2560 1.5989 0.00 0.00 0.00 0.351
H 0.2961 7.9559 -1.0855 0.00 0.00 0.00 0.478
H -7.3697 -2.9458 2.2999 0.00 -0.01 -0.01 0.258
H 3.8829 0.3601 4.7585 0.00 -0.01 0.00 0.105
H 1.6711 2.9481 -7.2856 0.00 0.00 0.00 0.469
C 1.2498 3.5812 2.7945 0.00 0.01 0.02 -0.074
C -1.2472 -2.7142 3.4742 -0.03 -0.03 -0.12 -0.401
O -1.1985 -3.2506 4.5760 0.00 0.03 0.01 -0.776
H -5.1183 -5.0339 2.3358 -0.01 0.01 0.04 0.520
N -4.6493 -3.0638 1.9711 -0.10 0.05 0.15 0.534
H 3.6927 -3.1211 -2.7119 0.00 0.00 0.01 0.442
H 6.4696 -1.7200 3.3065 0.00 0.00 0.00 0.349
H 3.3337 4.4066 -4.2570 0.00 0.00 0.00 0.320
C -5.6327 -1.9482 0.0558 -0.08 0.10 0.00 -0.572
H 3.5860 2.3816 3.5619 0.02 0.00 -0.01 0.365
H -2.6905 -4.9759 -0.9206 -0.01 -0.02 -0.01 0.809
H 3.6434 -3.7590 4.2699 0.00 0.00 0.00 0.370
C 1.0131 -5.3694 -0.0767 -0.05 0.01 0.05 -0.666
H 3.2328 4.4927 -6.0267 0.00 0.00 0.00 0.470
H 3.6553 2.9903 5.2225 -0.01 0.01 0.00 0.422
Bi 0.5491 -0.8756 1.0052 0.06 0.17 0.07 4.523
C 3.7931 -0.9542 -2.7657 0.02 0.02 -0.01 2.494
H 1.7430 -2.4036 3.8089 0.01 -0.01 -0.01 0.028
H 1.4512 1.1882 4.3730 -0.05 0.09 0.05 -0.348
O 2.7777 -6.5935 0.7480 -0.03 0.04 0.03 -0.672
O 3.2258 -4.7905 -0.3351 -0.03 0.01 0.00 -0.481
C 3.7149 -0.2115 2.2209 0.02 0.01 0.00 0.831
H 4.2396 -0.9321 -0.6498 0.01 0.02 -0.01 0.103
H 3.9993 -1.1118 -4.9381 0.00 0.01 0.00 0.410
H -5.8273 -4.3957 0.8836 0.03 -0.03 0.00 0.397
H 0.8169 4.7536 -4.1619 0.00 0.00 0.00 0.209
C 1.3857 4.5160 5.1538 -0.01 0.00 -0.04 -2.139
C 1.2281 4.8768 2.3050 -0.07 -0.03 0.02 -0.466
H 3.8689 -2.5191 0.8936 -0.01 0.00 -0.01 -0.467
H 1.8991 5.4428 4.8964 0.02 0.01 -0.03 0.399
O -1.9001 -0.0707 2.3235 0.01 -0.07 -0.10 -0.709
C 0.0026 7.5813 1.5708 0.00 0.00 0.01 -1.736
C -7.7756 -0.6387 -3.9047 0.02 -0.04 0.00 -0.658
H -6.3356 -2.7524 -0.1149 0.03 -0.01 -0.03 0.412
C 0.7308 4.1342 -5.0571 0.00 0.01 0.00 -1.907
H -8.8113 -2.4768 -4.0081 0.01 0.01 -0.02 0.279
H 0.3099 4.7042 5.1372 0.00 0.01 0.00 0.402
C 3.1888 3.8188 -5.1656 0.01 0.00 -0.01 -1.626
H 5.5001 -1.6801 -1.6436 -0.01 -0.01 0.00 0.552
H 0.3984 7.5167 2.5855 0.00 0.00 0.00 0.310
H 5.2967 -1.8577 -4.0038 -0.01 0.00 0.00 0.479
C 4.2917 -2.8861 4.1759 -0.01 0.01 -0.01 -0.694
N 2.8116 -1.3781 2.3153 -0.10 -0.09 0.05 1.834
O 1.0593 1.2576 2.2101 0.00 -0.08 -0.08 -1.142
C 0.8741 2.5046 1.9180 0.04 0.02 -0.09 0.136
H 5.9115 -1.4846 1.6345 0.00 0.00 0.00 0.390
H 5.2414 -0.1017 -4.1720 0.00 -0.01 0.01 0.395
H -6.6197 -3.0203 -4.7759 0.01 -0.02 0.00 0.389
H -3.0816 0.9151 0.4702 -0.02 0.04 0.03 0.722
H 0.7215 -7.4745 -0.2008 0.00 -0.01 0.00 0.664
H 1.5889 5.6663 2.9515 0.00 0.02 0.05 0.188
O 2.0221 -0.3469 -0.5811 -0.02 -0.11 0.04 -0.528
H 2.4647 1.5523 -6.5469 -0.01 0.00 0.00 0.303
H 5.2982 -0.6574 5.1074 0.00 0.00 0.00 0.374
H 4.0191 3.1152 -5.2428 0.00 0.00 0.00 0.296
H -3.5027 -4.0967 3.3622 0.00 0.01 0.01 0.512
H 1.6737 4.2663 6.1780 0.00 -0.01 -0.01 0.489
H 0.1104 3.0019 -2.9201 0.00 0.00 0.01 0.330
H 2.4370 -2.3383 -1.7533 -0.01 0.00 -0.03 -0.148
C -1.0850 -6.3582 -0.5559 -0.05 0.01 -0.02 -1.096
C 1.6641 2.2819 -6.4174 0.01 0.00 -0.01 -1.726
H 0.7169 1.7388 -6.4041 0.00 0.01 0.00 0.343
H 4.0274 -0.0973 1.1836 -0.01 -0.01 0.02 -0.124
C 3.5653 -2.5939 1.9368 0.05 0.02 -0.03 -0.351
C 1.7474 3.3408 4.2287 0.03 0.01 0.03 2.484
C -3.8300 -0.9173 1.2694 -0.01 0.00 0.10 0.174
H -8.1882 -2.0653 -2.5074 0.01 0.00 0.00 0.391
C 4.7757 -0.8622 -1.5904 0.00 0.00 0.00 -1.863
O 1.1925 -3.0549 0.2924 -0.04 -0.02 -0.15 0.021
H 3.1453 0.6685 2.5083 0.01 0.01 -0.03 -1.360
O -1.3732 -8.6278 -0.7015 0.01 0.02 -0.05 -0.684
O -2.8556 -2.6971 -0.9579 -0.17 0.03 -0.16 -0.442
C 0.3042 2.9087 0.6835 0.06 -0.01 0.00 0.058
C -6.7646 -2.8826 -3.7063 0.02 0.05 0.01 -1.065
Se -0.4342 1.5735 -0.4662 -0.04 0.00 -0.02 -0.025
C -1.6500 -2.6435 -0.6773 0.35 0.02 -0.20 -0.109
H -6.9370 -3.8480 -3.2340 0.00 0.00 0.01 0.447
H -5.0254 -1.5688 -3.7880 0.01 0.02 0.02 0.360
H -0.1698 4.4330 -0.7176 0.00 -0.01 0.00 0.199
C -4.6796 0.1163 -0.6959 0.14 -0.01 -0.09 0.831
O -0.3143 -2.5611 2.6209 0.17 -0.06 0.29 -0.572
C 2.3989 -1.5371 3.7331 -0.03 0.03 0.02 -0.790
C 0.8902 2.2523 -2.8935 -0.03 0.00 -0.01 -0.572
N -8.0190 -2.0688 -3.5193 -0.02 0.01 -0.02 -0.123
H 2.3159 -2.3531 -3.5230 0.00 0.00 0.00 0.369
C -6.8861 -3.8417 2.6938 -0.01 0.03 -0.01 -1.201
H 0.7956 4.7913 -5.9281 0.00 -0.01 0.00 0.450
N 3.5549 -1.6988 4.6135 0.00 -0.01 -0.01 0.152
C 2.2674 7.1942 0.5852 0.01 0.00 0.01 -1.615
H -6.1133 0.6100 -3.3284 0.03 -0.01 0.01 0.390
N -1.8961 -7.5250 -0.7799 -0.03 -0.04 0.11 1.055
H -4.9643 -2.7463 -2.4828 0.08 0.02 0.02 -0.178
O -3.0884 -7.3712 -1.0277 0.00 0.02 -0.04 -0.678
H -6.6612 -3.6640 3.7456 0.00 0.00 0.00 0.333
C -3.8354 0.1470 0.3726 -0.02 -0.02 -0.06 -0.741
C 0.4734 -4.0288 -0.0608 0.03 0.04 -0.01 0.120
H -0.8151 6.6017 -0.8491 0.00 0.00 0.00 0.369
H 0.7867 6.3210 -1.5455 0.00 0.00 0.01 0.336
H 0.0311 8.6312 1.2627 0.00 -0.01 0.00 0.452
C 1.8118 2.1468 -3.9163 0.03 0.00 -0.01 -0.269
C -0.9198 -3.9495 -0.4399 -0.01 0.06 0.07 0.692
C 5.5883 -1.5892 2.6727 0.01 0.01 0.00 -0.704
O -0.9635 -1.5633 -0.6558 -0.34 -0.03 0.21 -0.903
C 1.9129 0.4002 -1.6583 -0.04 0.04 0.00 -0.578
C -5.6313 -2.0848 -3.0331 0.13 -0.05 -0.08 0.291
C -6.8445 -0.0308 -2.8291 -0.01 0.01 0.01 -0.564
C 0.2589 4.2283 0.2555 -0.01 0.01 -0.02 -0.046
F -4.5965 1.0705 -1.6600 -0.05 0.00 0.05 -0.405
H 3.7469 4.1123 3.8504 0.00 0.01 0.00 0.284
C -1.6500 -5.0898 -0.6588 0.03 -0.02 0.05 -0.569
C 0.9342 1.4010 -1.7943 0.03 -0.05 -0.01 0.584
H -8.7315 -0.1263 -3.9806 -0.01 -0.01 0.02 0.372
C 3.0055 -2.2711 -2.6782 0.04 -0.01 0.02 -1.410
C -5.6103 -4.1539 1.9248 -0.02 -0.03 -0.05 -0.980
C -5.5532 -0.9478 -0.8892 -0.10 0.09 0.03 -1.605
C 1.8411 3.0849 -5.1210 -0.01 0.00 -0.01 2.169
H 5.1641 -3.0196 4.8212 0.00 0.00 0.00 0.354
C 4.4284 -0.5359 4.4562 0.00 0.01 0.00 -0.449
C -2.6997 -1.0008 2.2099 0.12 0.00 0.04 0.300
H 2.8601 6.5995 -0.1126 0.00 0.00 0.00 0.320
C 0.2621 -6.5003 -0.2658 0.04 0.03 -0.03 -0.398
H -7.4036 0.5845 -2.1249 -0.03 0.00 -0.01 0.482
C 0.8108 6.7092 0.5992 0.00 0.02 0.00 2.052